ORCA calculation (ωB97M-V with the def2-TZVPD basis set) on a cluster of 9 separate species, C81H171N9O9 in total.

Output
* energy relative to the best compared isomer or geometry (same formula, charge and spin): 1131.9 kJ/mol
* lowest unoccupied orbital energy: 0.3036 eV
* max |F|: 0.071 hartree/bohr
* SMILES: CC1(C)CCCC(C)(C)N1O.CC1(C)CCCC(C)(C)N1O.CC1(C)CCCC(C)(C)N1O.CC1(C)CCCC(C)(C)N1O.CC1(C)CCCC(C)(C)N1O.CC1(C)CCCC(C)(C)N1O.CC1(C)CCCC(C)(C)N1O.CC1(C)CCCC(C)(C)N1O.CC1(C)CCCC(C)(C)N1O
* frontier orbital gap: 8.25 eV
* E: -118588.7068 eV
* 2S+1: 1

Last column: Mulliken charge in e.
Geometry (Å):
C1 4.002 -5.360 5.087  -1.85
C2 2.645 -4.693 5.001  1.89
C3 2.497 -3.739 6.202  -1.31
C4 2.589 -3.807 3.752  -2.30
C5 1.235 -3.173 3.354  1.39
C6 0.245 -4.309 3.136  -1.42
C7 0.095 -5.291 4.359  2.55
C8 -0.784 -4.736 5.483  -1.33
C9 -0.454 -6.522 3.753  -1.99
N1 1.510 -5.667 4.766  0.13
O1 1.564 -6.529 5.905  -0.50
H1 3.984 -6.365 5.509  0.33
H2 4.530 -5.502 4.144  0.39
H3 4.793 -4.834 5.622  0.36
H4 2.459 -4.279 7.148  0.40
H5 3.263 -2.984 6.379  0.38
H6 1.509 -3.307 6.039  -0.16
H7 3.382 -3.062 3.683  0.54
H8 2.897 -4.492 2.961  0.44
H9 0.847 -2.495 4.115  -0.53
H10 1.478 -2.507 2.527  -0.28
H11 0.718 -4.833 2.305  0.51
H12 -0.687 -3.819 2.853  0.37
H13 -1.811 -4.602 5.141  0.22
H14 -0.458 -3.788 5.911  0.07
H15 -0.743 -5.345 6.386  0.54
H16 -1.482 -6.543 3.391  -0.18
H17 -0.515 -7.348 4.462  0.57
H18 0.138 -6.900 2.919  0.59
H19 1.941 -7.248 5.393  0.40
C10 5.014 1.091 -4.698  -1.82
C11 4.508 2.195 -5.667  1.76
C12 2.927 2.141 -5.514  -1.71
C13 4.920 3.626 -5.150  -0.91
C14 4.699 4.701 -6.211  -0.39
C15 5.422 4.468 -7.467  -1.39
C16 5.171 3.056 -8.071  1.49
C17 3.825 3.180 -8.874  -1.64
C18 6.299 2.705 -9.041  -1.84
N2 5.106 1.992 -7.005  0.25
O2 4.812 0.662 -7.471  -0.40
H20 4.800 1.361 -3.664  0.16
H21 4.769 0.047 -4.893  0.30
H22 6.104 1.080 -4.691  0.57
H23 2.498 1.140 -5.487  0.41
H24 2.478 2.642 -4.656  0.37
H25 2.359 2.477 -6.381  0.33
H26 4.180 3.871 -4.387  0.18
H27 5.968 3.781 -4.893  0.40
H28 3.637 4.757 -6.450  -0.02
H29 5.087 5.672 -5.904  0.45
H30 6.481 4.543 -7.222  0.34
H31 5.126 5.191 -8.227  0.49
H32 3.829 3.859 -9.727  0.47
H33 3.027 3.660 -8.308  0.32
H34 3.496 2.203 -9.225  0.32
H35 7.260 2.531 -8.557  0.42
H36 6.359 3.527 -9.755  0.38
H37 5.999 1.754 -9.480  0.41
H38 5.583 0.104 -7.347  0.30
C19 -2.754 -1.113 0.325  -1.65
C20 -1.332 -0.732 0.485  1.13
C21 -1.016 -0.054 1.938  -1.79
C22 -0.481 -2.069 0.281  0.90
C23 -0.227 -2.393 -1.159  -1.53
C24 0.369 -1.146 -1.852  -1.15
C25 -0.533 0.150 -1.907  1.72
C26 0.370 1.326 -2.468  -2.04
C27 -1.647 -0.057 -2.942  -1.52
N3 -0.931 0.322 -0.522  1.23
O3 -1.507 1.530 -0.347  -0.57
H39 -3.416 -0.321 0.675  0.37
H40 -2.922 -1.433 -0.704  0.23
H41 -3.037 -1.916 1.006  0.42
H42 -1.211 -0.823 2.685  0.25
H43 0.010 0.303 2.027  0.21
H44 -1.623 0.836 2.107  0.60
H45 0.425 -2.058 0.886  -0.56
H46 -1.004 -2.976 0.585  0.06
H47 0.521 -3.141 -1.419  0.52
H48 -1.195 -2.541 -1.638  0.28
H49 0.525 -1.351 -2.911  0.41
H50 1.372 -0.981 -1.459  0.14
H51 0.729 0.904 -3.407  0.29
H52 1.195 1.426 -1.763  0.32
H53 -0.046 2.334 -2.492  0.49
H54 -2.242 0.841 -3.106  0.16
H55 -2.422 -0.623 -2.426  0.40
H56 -1.482 -0.610 -3.867  0.25
H57 -0.746 2.090 -0.177  0.32
C28 -3.422 -0.328 9.851  -1.95
C29 -2.865 0.249 8.625  2.14
C30 -2.815 1.788 8.611  -1.47
C31 -1.392 -0.302 8.678  -1.70
C32 -0.601 -0.285 7.367  -0.75
C33 -1.374 -0.920 6.301  -0.73
C34 -2.942 -0.503 6.228  2.19
C35 -2.866 0.796 5.334  -1.39
C36 -3.520 -1.591 5.373  -1.78
N4 -3.667 -0.361 7.528  0.03
O4 -5.054 -0.041 7.435  -0.44
H58 -2.732 -0.110 10.666  0.44
H59 -4.318 0.227 10.128  0.34
H60 -3.524 -1.407 9.967  0.41
H61 -2.838 2.121 7.573  0.21
H62 -3.694 2.242 9.068  0.35
H63 -1.927 2.234 9.057  0.28
H64 -0.787 0.294 9.361  0.63
H65 -1.312 -1.353 8.956  0.38
H66 -0.346 0.745 7.121  0.05
H67 0.351 -0.793 7.523  0.43
H68 -1.399 -1.996 6.474  -0.07
H69 -0.806 -0.900 5.371  0.43
H70 -2.136 1.430 5.837  -0.29
H71 -3.861 1.231 5.429  0.53
H72 -2.729 0.690 4.258  0.27
H73 -4.358 -1.144 4.838  0.44
H74 -3.948 -2.410 5.952  0.36
H75 -2.817 -1.939 4.617  0.11
H76 -4.961 0.906 7.305  0.40
C37 -3.846 6.360 -7.766  -1.55
C38 -3.640 5.962 -6.186  1.56
C39 -4.474 6.961 -5.372  -1.93
C40 -4.287 4.557 -5.849  -1.46
C41 -3.828 3.901 -4.547  -0.82
C42 -2.298 3.883 -4.529  -0.89
C43 -1.547 5.265 -4.763  1.88
C44 -1.693 5.984 -3.418  -1.86
C45 -0.080 4.880 -4.998  -2.19
N5 -2.182 6.020 -5.873  0.53
O5 -1.407 7.152 -6.302  -0.48
H77 -4.513 5.683 -8.300  0.38
H78 -4.241 7.375 -7.723  0.35
H79 -2.963 6.366 -8.404  0.32
H80 -4.001 7.942 -5.325  0.41
H81 -5.521 7.108 -5.639  0.45
H82 -4.584 6.658 -4.331  0.38
H83 -5.376 4.601 -5.887  0.50
H84 -3.967 3.850 -6.614  0.38
H85 -4.336 4.355 -3.695  0.35
H86 -4.173 2.869 -4.605  0.41
H87 -1.970 3.148 -5.264  0.40
H88 -1.994 3.533 -3.542  0.06
H89 -0.846 5.678 -2.803  0.42
H90 -2.643 5.836 -2.903  0.32
H91 -1.581 7.065 -3.502  0.40
H92 0.609 5.670 -5.297  0.60
H93 0.134 4.115 -5.743  0.54
H94 0.368 4.435 -4.110  0.23
H95 -1.044 6.830 -7.131  0.32
C46 1.211 -1.755 -7.675  -1.64
C47 0.933 -3.278 -8.018  1.33
C48 1.932 -4.012 -8.951  -1.95
C49 1.145 -4.064 -6.609  -1.32
C50 0.047 -3.946 -5.604  0.43
C51 -1.319 -4.446 -6.228  -1.23
C52 -1.640 -3.750 -7.586  1.48
C53 -2.635 -4.680 -8.409  -1.83
C54 -2.302 -2.379 -7.457  -1.63
N6 -0.418 -3.667 -8.432  0.46
O6 -0.582 -3.246 -9.724  -0.50
H96 0.856 -1.021 -8.398  0.41
H97 0.691 -1.507 -6.749  0.15
H98 2.270 -1.660 -7.438  0.41
H99 1.985 -3.570 -9.946  0.47
H100 2.979 -3.886 -8.676  0.41
H101 1.819 -5.096 -8.914  0.42
H102 1.380 -5.093 -6.883  0.39
H103 1.949 -3.629 -6.015  0.39
H104 0.248 -4.456 -4.661  0.53
H105 -0.093 -2.950 -5.184  -0.54
H106 -1.954 -3.989 -5.469  0.38
H107 -1.518 -5.517 -6.256  0.32
H108 -2.354 -5.715 -8.215  0.43
H109 -2.573 -4.560 -9.490  0.37
H110 -3.694 -4.603 -8.165  0.37
H111 -1.499 -1.643 -7.492  0.31
H112 -2.947 -2.387 -6.578  0.41
H113 -2.922 -2.157 -8.325  0.37
H114 -0.353 -4.065 -10.170  0.37
C55 -5.289 -5.038 -0.001  -1.80
C56 -5.387 -5.883 1.243  1.92
C57 -5.799 -5.185 2.531  -1.60
C58 -6.478 -6.978 1.003  -1.52
C59 -6.566 -8.293 1.875  -0.82
C60 -5.083 -8.908 1.787  -1.32
C61 -3.959 -7.883 2.117  1.93
C62 -3.886 -7.594 3.702  -1.65
C63 -2.671 -8.562 1.676  -1.90
N7 -4.190 -6.660 1.381  -0.13
O7 -3.087 -5.778 1.539  -0.12
H115 -4.523 -4.263 0.017  0.14
H116 -5.020 -5.673 -0.845  0.43
H117 -6.293 -4.639 -0.146  0.45
H118 -5.911 -5.916 3.332  0.32
H119 -5.120 -4.378 2.805  0.26
H120 -6.818 -4.812 2.630  0.39
H121 -7.458 -6.525 0.854  0.54
H122 -6.317 -7.313 -0.021  0.46
H123 -6.724 -8.141 2.943  0.33
H124 -7.359 -9.003 1.642  0.42
H125 -4.977 -9.503 0.879  0.44
H126 -5.079 -9.593 2.635  0.43
H127 -3.080 -8.140 4.193  0.49
H128 -4.828 -7.699 4.241  0.35
H129 -3.469 -6.601 3.871  0.28
H130 -2.827 -9.008 0.693  0.48
H131 -2.354 -9.392 2.307  0.38
H132 -1.869 -7.825 1.629  0.25
H133 -2.727 -5.991 0.675  0.33
C64 5.337 -0.399 1.992  -1.96
C65 5.213 1.141 2.158  1.56
C66 4.528 1.529 3.529  -1.28
C67 6.688 1.471 2.215  -1.25
C68 6.928 2.884 2.086  -0.65
C69 6.331 3.445 0.788  -1.28
C70 4.836 3.172 0.688  2.60
C71 4.179 4.296 1.610  -2.15
C72 4.417 3.428 -0.748  -2.88
N8 4.577 1.736 0.996  -0.22
O8 3.269 1.312 0.881  0.26
H134 5.789 -0.892 2.853  0.45
H135 4.338 -0.823 2.094  0.23
H136 5.845 -0.854 1.141  0.45
H137 4.208 2.571 3.535  0.06
H138 3.632 0.941 3.729  0.32
H139 5.208 1.375 4.367  0.38
H140 7.167 1.264 3.172  0.37
H141 7.297 1.093 1.394  0.37
H142 6.572 3.351 3.004  0.30
H143 7.992 3.120 2.066  0.41
H144 6.775 2.961 -0.082  0.45
H145 6.593 4.503 0.800  0.40
H146 4.587 4.451 2.609  0.34
H147 3.177 3.901 1.778  0.36
H148 4.201 5.268 1.117  0.44
H149 4.832 2.712 -1.457  0.58
H150 4.599 4.425 -1.149  0.42
H151 3.389 3.123 -0.942  0.45
H152 3.424 0.736 0.129  0.29
C73 2.368 4.413 6.057  -1.61
C74 1.311 5.149 5.124  1.61
C75 2.077 6.165 4.222  -1.44
C76 0.735 4.117 4.166  -0.32
C77 -0.797 4.333 3.766  -1.04
C78 -1.683 4.630 4.907  -0.91
C79 -1.182 5.849 5.727  2.20
C80 -1.362 7.088 5.034  -2.08
C81 -1.901 5.908 7.052  -1.81
N9 0.290 5.607 6.127  0.28
O9 0.939 6.682 6.844  -0.52
H153 2.964 3.707 5.478  0.21
H154 3.099 5.099 6.484  0.40
H155 2.000 3.687 6.782  0.35
H156 2.596 6.922 4.810  0.45
H157 2.818 5.613 3.643  0.21
H158 1.466 6.758 3.541  0.29
H159 1.322 4.243 3.256  -0.48
H160 1.064 3.113 4.434  0.39
H161 -0.831 5.122 3.015  0.35
H162 -1.068 3.481 3.143  0.45
H163 -1.652 3.779 5.588  -0.08
H164 -2.720 4.805 4.620  0.55
H165 -2.422 7.120 4.784  0.44
H166 -0.749 7.107 4.133  0.34
H167 -1.049 8.024 5.497  0.43
H168 -2.743 5.222 6.959  0.39
H169 -2.196 6.931 7.286  0.33
H170 -1.372 5.399 7.857  0.37
H171 0.962 6.321 7.734  0.36